1.
Formula: C2H8NO
Source: the OMol25 dataset
Level of theory: ωB97M-V/def2-TZVPD

Structure (XYZ):
```
12
Properties=species:S:1:pos:R:3:forces:R:3
C 0.0206 -1.5887 0.4470 -0.8838 1.0935 -0.5634
C -1.4653 0.1299 -0.5651 0.6140 -0.8460 0.8155
N -0.4052 -0.2033 0.0644 0.5163 0.2931 -1.6498
H 1.0382 -1.5070 0.8047 -0.0762 -0.2640 0.3158
H -0.7231 -1.9436 1.1540 0.3814 -0.2544 0.2629
H -0.0258 -2.1658 -0.4713 0.1538 -0.2659 0.0810
H -2.2096 -0.6438 -0.7282 -0.3797 0.4405 -0.0639
H -1.4911 1.1601 -0.8963 -0.5088 -0.0904 -0.2158
H 0.3297 0.5279 -0.0880 0.0687 -0.1743 0.9606
H 1.5746 2.6780 -0.3358 -0.3155 0.1438 -1.0236
H 1.8422 1.8239 0.7694 -0.1282 -0.8498 -0.4823
O 1.5151 1.7325 -0.1548 0.5579 0.7739 1.5630
```
Forces are in eV/Å.

Results
Gap between HOMO and LUMO (eV): 11.8
Relative energy (zero: lowest compared OMol25 entry of this formula, charge and spin) (kcal/mol): 23.21
HOMO (Ha): -0.6165
Total charge: +1

Atom charges from the Löwdin analysis, given in e for atoms 1 to 6:
1 C 0.032
2 C 0.174
3 N -0.009
4 H 0.101
5 H 0.107
6 H 0.106


2.
Formula: CH4N2O2S
Source: the OMol25 dataset
Level of theory: ωB97M-V/def2-TZVPD

Structure (XYZ):
```
10
Properties=species:S:1:pos:R:3:forces:R:3
C -0.0555 1.9506 -0.0104 0.7430 -1.2495 0.2396
N 1.2831 -0.1186 1.1908 -2.1377 -1.1295 -0.3264
N -0.1716 -1.4369 -0.7598 0.2972 0.5767 1.0991
O -0.8467 0.9064 0.0482 0.3911 1.0574 -0.9504
O -1.0161 -0.8915 1.6407 -0.3906 -0.5638 -0.7220
S -0.0787 -0.4915 0.6470 0.7399 0.0699 2.0971
H -0.5864 2.6510 -0.6096 -1.2608 1.0507 -0.4228
H 2.0123 -0.2554 0.5516 1.4601 0.1080 -1.0642
H 0.4700 -1.0593 -1.4201 1.4988 0.1899 -0.3860
H -1.0104 -1.2548 -1.2784 -1.3410 -0.1097 0.4359
```
Forces are in eV/Å.

Results
Gap between HOMO and LUMO (eV): 9.1
Relative energy (zero: lowest compared OMol25 entry of this formula, charge and spin) (kcal/mol): 114.58
HOMO (Ha): -0.3338

Atom charges from the Löwdin analysis, given in e for atoms 1 to 6:
1 C 0.034
2 N -0.141
3 N -0.050
4 O -0.292
5 O -0.288
6 S 0.622


3.
Formula: C4H6O2
Source: the OMol25 dataset
Level of theory: ωB97M-V/def2-TZVPD

Structure (XYZ):
```
12
Properties=species:S:1:pos:R:3:forces:R:3
O -2.3958 0.5710 -1.1753 0.4351 -0.0407 -0.2318
C -1.3294 0.4805 -1.7235 -0.3109 0.0991 0.0957
O -0.1714 0.1269 -1.1556 -0.0537 -0.0035 -0.0459
C -0.1979 -0.1596 0.2342 -0.0928 -0.0525 0.1899
C 0.8754 0.4789 1.0496 0.0442 0.1762 0.0762
C 0.9333 -0.9947 0.7222 0.0505 -0.1785 -0.0111
H -1.1474 0.6801 -2.7894 -0.0827 -0.0271 0.0959
H -1.1979 -0.2793 0.6319 0.1547 0.0054 -0.0476
H 1.5604 1.1328 0.5186 -0.0916 -0.1244 0.0756
H 0.6378 0.7860 2.0639 0.0176 -0.0634 -0.1823
H 1.6559 -1.3098 -0.0242 -0.0934 0.0683 0.1182
H 0.7347 -1.7192 1.5065 0.0230 0.1410 -0.1327
```
Forces are in eV/Å.

Results
SMILES: O=COC1CC1
Gap between HOMO and LUMO (eV): 11.4
Relative energy (zero: lowest compared OMol25 entry of this formula, charge and spin) (kcal/mol): 29.34
HOMO (Ha): -0.3802

Atom charges from the Löwdin analysis, given in e for atoms 1 to 6:
1 O 0.072
2 C -0.337
3 O 0.016
4 C -0.302
5 C -0.081
6 C -0.085


4.
Formula: C32H39BrN5ORhSSb
Source: the OMol25 dataset
Level of theory: ωB97M-V/def2-TZVPD

Structure (XYZ):
```
81
Properties=species:S:1:pos:R:3:forces:R:3
Rh -0.8522 0.5798 -1.2797 0.2626 0.1294 0.1936
Br 7.5806 -9.6017 -0.9999 0.0032 -0.0043 -0.0001
C 6.4082 -8.1224 -1.0390 0.0000 0.0003 0.0005
C 5.2394 -8.1606 -0.2979 0.0009 0.0016 -0.0004
C 4.3852 -7.0703 -0.3383 0.0045 0.0029 -0.0034
C 4.7034 -5.9574 -1.1043 0.0161 -0.0090 0.0021
C 5.8807 -5.9313 -1.8484 -0.0067 -0.0063 0.0053
C 6.7345 -7.0171 -1.8158 -0.0008 0.0006 0.0015
N 3.7547 -4.8945 -1.0726 -0.0320 0.0395 0.0012
N 4.1166 -3.8654 -1.6621 -0.0154 -0.0375 -0.0111
C 3.2245 -2.7670 -1.6777 -0.0024 0.0088 0.0409
C 3.8068 -1.6137 -2.1469 -0.0248 0.0351 -0.0064
C 3.1280 -0.3911 -2.2288 0.0825 -0.0431 -0.0105
C 1.8159 -0.3089 -1.8359 -0.1355 0.0733 0.0443
O 1.1126 0.8130 -1.8749 0.1053 0.0170 -0.0693
C 1.1722 -1.4991 -1.3703 -0.0325 0.0730 -0.0367
N -0.1482 -1.3574 -1.0300 0.0670 0.0815 0.0635
C -0.8190 -2.4124 -0.6181 -0.1049 -0.0047 0.0618
C -0.2370 -3.6776 -0.5176 -0.0057 -0.0044 0.0203
C 1.0815 -3.8435 -0.8447 0.0284 0.0332 0.0124
C 1.8461 -2.7363 -1.2829 0.0538 -0.0710 -0.0210
H 5.0012 -9.0291 0.2993 0.0005 -0.0003 -0.0005
H 3.4643 -7.0708 0.2303 -0.0004 0.0029 -0.0006
H 6.1158 -5.0642 -2.4484 -0.0005 0.0014 -0.0010
H 7.6502 -7.0136 -2.3902 -0.0001 -0.0007 0.0006
H 4.8414 -1.6779 -2.4567 0.0037 0.0006 -0.0042
H 3.6243 0.4920 -2.6078 0.0028 -0.0002 0.0061
H -1.8578 -2.2577 -0.3538 0.0283 0.0111 -0.0568
H -0.8362 -4.5099 -0.1769 -0.0034 -0.0046 -0.0156
H 1.5539 -4.8076 -0.7648 0.0002 -0.0154 -0.0167
C -2.3598 -0.0504 -2.4977 -0.5691 0.2761 -0.1046
C -3.8275 0.0262 -2.1966 0.2366 0.0882 -0.0203
C -4.5704 1.1293 -2.6155 0.0127 0.0802 -0.0199
C -5.9330 1.2130 -2.3679 0.0096 0.0155 0.0076
C -6.5825 0.1941 -1.6868 0.0097 -0.0117 0.0170
C -5.8614 -0.9197 -1.2746 0.0038 0.0131 -0.0152
C -4.5019 -1.0024 -1.5355 0.0360 -0.0207 -0.0191
H -2.0551 -1.0648 -2.6933 0.0254 -0.4569 -0.1153
H -2.1336 0.5713 -3.3697 0.0116 -0.1151 0.0206
H -4.0707 1.9271 -3.1545 -0.0187 -0.0118 -0.0017
H -6.4906 2.0738 -2.7138 0.0023 0.0011 -0.0032
H -7.6458 0.2554 -1.4972 -0.0019 -0.0016 0.0007
H -6.3660 -1.7358 -0.7733 0.0075 -0.0038 0.0013
H -3.9626 -1.9012 -1.2628 0.0508 -0.0541 0.0571
C 0.1958 1.0006 2.3043 -0.0076 0.0213 0.0024
C -1.0935 1.7899 2.0818 0.0687 -0.0298 -0.0428
Sb -2.3666 0.7809 0.6976 -0.0536 -0.1090 0.1319
C -4.1343 1.9593 0.6760 -0.0504 -0.0089 -0.0152
C -4.1846 2.9631 1.8240 -0.0125 0.0038 -0.0200
C -2.9059 -0.9391 1.8508 -0.0085 0.0767 -0.0030
C -3.5528 -0.5390 3.1750 0.0054 -0.0477 0.0034
H 0.8609 1.5217 2.9940 -0.0036 0.0016 -0.0031
H 0.7410 0.8524 1.3681 -0.0016 -0.0007 0.0075
H -0.0033 0.0147 2.7295 0.0014 -0.0073 -0.0043
H -0.8861 2.7730 1.6548 -0.0052 -0.0053 -0.0141
H -1.6380 1.9473 3.0122 -0.0088 -0.0065 0.0212
H -4.9728 1.2603 0.6990 0.0007 0.0299 -0.0097
H -4.1559 2.4593 -0.2905 -0.0226 -0.0135 0.0324
H -4.1636 2.4779 2.8000 -0.0012 -0.0064 0.0146
H -5.1026 3.5500 1.7701 -0.0028 -0.0050 -0.0059
H -3.3461 3.6601 1.7833 -0.0029 0.0063 -0.0057
H -1.9962 -1.5208 2.0094 -0.0175 -0.0028 0.0009
H -3.5891 -1.5402 1.2521 -0.0104 -0.0228 -0.0512
H -2.8696 0.0318 3.8052 0.0025 0.0032 -0.0054
H -3.8482 -1.4266 3.7357 0.0032 0.0052 0.0106
H -4.4507 0.0611 3.0212 -0.0070 -0.0043 -0.0126
C -1.5410 5.9410 -1.5700 -0.0023 -0.0058 0.0008
N -0.3262 5.1688 -1.4356 -0.0508 -0.0523 -0.0341
C 0.9618 5.8170 -1.1950 -0.0029 -0.0165 0.0077
C 1.9403 4.6304 -1.1551 0.0707 0.0078 -0.0073
N 1.0440 3.4777 -1.1989 0.0946 -0.2656 0.1103
C -0.2109 3.8394 -1.4223 -0.1626 0.0726 -0.0932
S -1.5434 2.7843 -1.6899 0.1411 0.1436 0.0794
H -1.6522 6.6084 -0.7135 -0.0031 -0.0080 -0.0011
H -2.3942 5.2700 -1.6132 0.0010 0.0107 0.0020
H -1.5126 6.5391 -2.4816 0.0049 -0.0003 -0.0005
H 0.9296 6.3674 -0.2524 0.0031 -0.0093 0.0058
H 1.1867 6.5219 -1.9955 0.0045 0.0015 0.0071
H 2.5428 4.6216 -0.2489 0.0013 0.0001 -0.0061
H 2.6090 4.6244 -2.0161 -0.0060 -0.0077 -0.0024
H 1.3422 2.5051 -1.3394 -0.0705 0.1421 -0.1054
```
Forces are in eV/Å.

Results
Gap between HOMO and LUMO (eV): 6.7
Relative energy (zero: lowest compared OMol25 entry of this formula, charge and spin) (kcal/mol): 0.00
HOMO (Ha): -0.3653
Total charge: +1

Atom charges from the Löwdin analysis, given in e for atoms 1 to 6:
1 Rh 0.554
2 Br 0.760
3 C -0.691
4 C -0.120
5 C -0.023
6 C -0.250


5.
Formula: C2H2ClFO
Source: the OMol25 dataset
Level of theory: ωB97M-V/def2-TZVPD

Structure (XYZ):
```
7
Properties=species:S:1:pos:R:3:forces:R:3
O -1.6267 -0.9509 0.1528 -1.7334 -1.7092 1.2304
C -0.8035 -0.3055 -0.3669 0.6562 1.7500 -1.1965
C 0.3758 0.2594 0.3779 2.6926 -0.3522 -0.0621
F 0.7226 1.4566 -0.1206 -0.1140 0.5900 -0.7007
Cl 1.8281 -0.9168 -0.0711 -1.4173 0.8934 0.5318
H -0.9149 0.0316 -1.4339 0.5530 -0.1614 0.4378
H 0.4186 0.4257 1.4618 -0.6371 -1.0107 -0.2406
```
Forces are in eV/Å.

Results
SMILES: O=C[C@H](F)Cl
Gap between HOMO and LUMO (eV): 10.8
Relative energy (zero: lowest compared OMol25 entry of this formula, charge and spin) (kcal/mol): 4.92
HOMO (Ha): -0.3995

Atom charges from the Löwdin analysis, given in e for atoms 1 to 6:
1 O 0.109
2 C -0.317
3 C -0.557
4 F -0.027
5 Cl 0.518
6 H 0.147


6.
Formula: C6H13N2
Source: the OMol25 dataset
Level of theory: ωB97M-V/def2-TZVPD

Structure (XYZ):
```
21
Properties=species:S:1:pos:R:3:forces:R:3
C -1.9856 -0.1879 0.9843 -0.9033 0.0333 -0.3428
C -0.5226 -0.3627 0.6186 0.7834 -0.2056 0.1487
C -0.0527 0.5160 -0.5599 -0.2322 -1.4027 -0.2356
C 1.3962 0.9178 -0.5817 -0.5250 -1.0796 0.7793
C 2.2429 0.7141 0.4605 1.4404 2.0582 1.1688
N 2.5506 -0.4704 1.2095 -2.0116 -0.2520 -1.9267
C 3.2397 -1.1113 0.3379 0.8168 -1.5225 1.0269
N -3.1096 0.2328 -1.4772 1.0841 0.4429 -1.2086
H -2.4958 -0.9937 1.5186 0.4910 -0.5079 -0.2826
H -2.5485 -0.0281 -0.0151 0.3454 0.0625 1.4267
H -2.1779 0.6400 1.6727 0.2605 0.4495 -0.4757
H 0.1085 -0.1895 1.4938 -0.0749 0.0659 -0.0033
H -0.3268 -0.0447 -1.4586 -0.1387 0.3980 -0.2167
H -0.6454 1.4359 -0.5679 0.2007 0.1057 -0.1498
H 1.7109 1.3961 -1.5054 -0.0641 1.4534 0.7495
H 2.8022 1.5620 0.8884 0.7466 -0.0961 -1.1261
H 3.2819 -2.2055 0.3133 0.2774 -0.0054 0.8313
H 4.0051 -0.6765 -0.3049 -0.8144 0.5260 -0.7768
H -3.8327 0.9440 -1.5595 -0.5884 -0.5879 0.1627
H -3.3670 -0.7100 -1.7657 -0.7729 0.2328 0.1278
H -0.2732 -1.3785 0.2981 -0.3208 -0.1686 0.3231
```
Forces are in eV/Å.

Results
Gap between HOMO and LUMO (spin up / spin down) (eV): 8.6 / 7.1
Relative energy (zero: lowest compared OMol25 entry of this formula, charge and spin) (kcal/mol): 88.26
HOMO (spin up / spin down) (Ha): -0.2907 / -0.2906
Spin multiplicity: 2

Atom charges from the Löwdin analysis, given in e for atoms 1 to 6:
1 C -0.120
2 C -0.263
3 C -0.233
4 C -0.095
5 C -0.214
6 N 0.002